Record 1
{
  "formula": "C37H43NO2PPb",
  "method": "ωB97M-V/def2-TZVPD",
  "max_force_ev_per_a": 4.11,
  "total_energy_ha": -2174.98400,
  "charge": -1,
  "relative_energy_ev": 0.000,
  "mol_weight_g_mol": 771.9,
  "species": ["O", "C", "C", "H", "H", "C", "H", "H", "C", "H", "H", "H", "C", "H", "H", "H", "Pb", "C", "C", "C", "H", "C", "C", "H", "H", "H", "H", "C", "C", "C", "H", "C", "C", "H", "H", "H", "H", "O", "C", "C", "H", "H", "C", "H", "H", "C", "H", "H", "H", "H", "N", "P", "C", "C", "C", "C", "C", "C", "C", "C", "C", "C", "C", "C", "C", "C", "C", "C", "C", "C", "H", "H", "H", "H", "H", "H", "H", "H", "H", "H", "H", "H", "H", "H", "H"],
  "xyz": [[-0.13, 2.33, -4.22], [-1.50, 1.84, -4.15], [-1.98, 2.73, -5.30], [-1.87, 2.04, -3.14], [-1.57, 0.77, -4.36], [-0.53, 3.28, -5.26], [-2.76, 3.46, -5.05], [-2.24, 2.15, -6.19], [-0.53, 4.70, -4.72], [-1.30, 4.86, -3.95], [-0.76, 5.40, -5.53], [0.44, 5.00, -4.28], [0.32, 3.04, -6.49], [0.02, 2.10, -6.98], [1.37, 2.98, -6.17], [0.21, 3.85, -7.22], [-1.44, 0.05, 0.31], [0.57, -1.77, -1.78], [-0.48, -2.40, -1.06], [-1.70, -2.12, -1.76], [-0.36, -3.04, -0.18], [-1.37, -1.43, -2.96], [0.04, -1.25, -2.98], [0.63, -0.83, -3.79], [1.63, -1.71, -1.49], [-2.70, -2.46, -1.48], [-2.06, -1.13, -3.74], [2.17, 0.67, -0.15], [2.34, 1.16, -1.45], [1.37, 2.16, -1.69], [3.11, 0.84, -2.16], [0.59, 2.33, -0.51], [1.11, 1.40, 0.46], [0.84, 1.34, 1.52], [2.73, -0.14, 0.34], [1.27, 2.72, -2.60], [-0.21, 3.06, -0.37], [-3.58, 2.03, -1.01], [-4.06, 3.07, -1.93], [-5.47, 3.54, -1.54], [-4.10, 2.65, -2.96], [-3.35, 3.91, -1.95], [-5.84, 2.68, -0.31], [-6.17, 3.38, -2.36], [-5.50, 4.60, -1.30], [-4.64, 1.77, -0.04], [-6.73, 2.09, -0.53], [-6.07, 3.29, 0.57], [-4.90, 0.70, -0.14], [-4.21, 1.91, 0.96], [-0.08, -1.19, 1.67], [1.05, -1.77, 2.67], [1.85, -0.60, 3.83], [2.90, 0.19, 3.35], [3.54, 1.12, 4.17], [3.18, 1.21, 5.51], [2.15, 0.39, 6.01], [1.47, -0.50, 5.18], [0.33, -3.10, 3.69], [-1.05, -3.10, 3.94], [-1.66, -4.19, 4.56], [-0.90, -5.29, 4.96], [0.49, -5.28, 4.75], [1.11, -4.19, 4.13], [2.63, -2.54, 2.04], [3.73, -2.75, 2.89], [4.85, -3.48, 2.46], [4.91, -3.98, 1.14], [3.82, -3.77, 0.29], [2.69, -3.10, 0.75], [3.27, 0.07, 2.34], [4.33, 1.75, 3.77], [3.72, 1.89, 6.18], [1.90, 0.44, 7.07], [0.67, -1.13, 5.58], [-1.66, -2.26, 3.62], [-2.73, -4.19, 4.76], [-1.35, -6.14, 5.47], [1.09, -6.13, 5.09], [2.19, -4.21, 3.97], [3.75, -2.35, 3.92], [5.67, -3.67, 3.15], [5.81, -4.53, 0.82], [3.86, -4.17, -0.73], [1.83, -3.00, 0.09]]
}



Record 2
{
  "formula": "C37H44AsN4O10S3TeV",
  "method": "ωB97M-V/def2-TZVPD",
  "max_force_ev_per_a": 0.78,
  "total_energy_ha": -7049.90180,
  "charge": 1,
  "relative_energy_ev": 3.524,
  "mol_weight_g_mol": 1054.4,
  "multiplicity": 2,
  "species": ["V", "O", "As", "O", "O", "C", "C", "C", "C", "C", "C", "S", "O", "O", "O", "H", "H", "H", "H", "H", "C", "C", "C", "N", "N", "C", "N", "S", "H", "H", "H", "H", "H", "H", "H", "C", "C", "O", "N", "Te", "C", "C", "C", "C", "C", "C", "C", "C", "C", "C", "C", "C", "C", "C", "C", "C", "C", "C", "H", "H", "H", "H", "H", "H", "H", "H", "H", "H", "H", "H", "H", "H", "H", "H", "H", "H", "H", "H", "H", "H", "H", "H", "H", "C", "C", "C", "C", "C", "C", "C", "S", "O", "O", "O", "H", "H", "H", "H", "H", "H", "H"],
  "xyz": [[-0.87, -1.81, -1.00], [-2.63, 0.25, -4.78], [-2.66, -0.80, -3.39], [-3.72, 0.40, -2.55], [-1.11, -0.80, -2.82], [-3.42, -2.39, -4.16], [-3.79, -2.39, -5.50], [-4.33, -3.56, -6.04], [-4.49, -4.69, -5.26], [-4.09, -4.70, -3.93], [-3.56, -3.54, -3.40], [-2.91, -3.47, -1.77], [-1.43, -3.56, -1.94], [-3.50, -4.43, -0.91], [-3.11, -2.03, -1.42], [-3.37, 0.87, -4.79], [-3.65, -1.51, -6.11], [-4.62, -3.57, -7.08], [-4.93, -5.58, -5.69], [-4.20, -5.58, -3.31], [-4.42, -4.70, 3.12], [-3.70, -3.36, 3.22], [-2.44, -3.34, 2.42], [-2.24, -2.56, 1.43], [-1.01, -2.77, 0.82], [-0.29, -3.71, 1.40], [0.94, -4.05, 1.01], [-1.11, -4.43, 2.74], [-5.36, -4.66, 3.67], [-3.83, -5.51, 3.54], [-4.64, -4.94, 2.08], [-3.46, -3.14, 4.27], [-4.32, -2.55, 2.84], [1.41, -3.45, 0.35], [1.51, -4.64, 1.60], [1.77, -2.41, -3.38], [1.94, -2.14, -1.91], [3.00, -2.07, -1.34], [0.74, -1.97, -1.22], [1.68, 0.70, 0.62], [2.42, 2.67, 0.86], [3.36, 3.19, -0.04], [3.97, 2.41, -1.18], [3.79, 4.51, 0.12], [3.32, 5.31, 1.14], [3.81, 6.73, 1.30], [2.39, 4.78, 2.02], [1.92, 3.48, 1.90], [0.91, 2.98, 2.90], [2.29, -0.17, 2.45], [3.66, -0.29, 2.72], [4.72, 0.23, 1.78], [4.06, -0.90, 3.91], [3.14, -1.41, 4.81], [3.59, -2.05, 6.10], [1.79, -1.30, 4.51], [1.34, -0.69, 3.34], [-0.15, -0.56, 3.16], [2.66, -2.89, -3.77], [1.62, -1.46, -3.89], [0.88, -3.02, -3.56], [3.45, 1.48, -1.40], [5.00, 2.14, -0.94], [4.00, 3.02, -2.08], [4.52, 4.90, -0.58], [4.59, 6.96, 0.58], [4.20, 6.90, 2.30], [2.99, 7.44, 1.15], [2.01, 5.40, 2.82], [0.48, 3.82, 3.44], [1.38, 2.31, 3.62], [0.11, 2.43, 2.41], [4.57, -0.16, 0.77], [5.71, -0.06, 2.13], [4.69, 1.32, 1.73], [5.12, -0.98, 4.12], [4.67, -2.01, 6.20], [3.28, -3.10, 6.14], [3.15, -1.55, 6.96], [1.06, -1.70, 5.21], [-0.65, -1.44, 3.57], [-0.45, -0.44, 2.12], [-0.53, 0.31, 3.71], [-0.57, 5.62, -3.57], [-1.07, 4.45, -2.79], [-2.40, 4.41, -2.37], [-2.88, 3.35, -1.62], [-2.00, 2.32, -1.30], [-0.68, 2.33, -1.71], [-0.22, 3.41, -2.44], [-2.60, 1.02, -0.31], [-3.19, 1.44, 0.90], [-3.89, 0.43, -1.14], [-1.60, -0.02, -0.23], [-1.31, 5.97, -4.29], [0.35, 5.38, -4.11], [-0.35, 6.46, -2.91], [-3.07, 5.22, -2.62], [-3.91, 3.33, -1.28], [-0.03, 1.50, -1.46], [0.82, 3.43, -2.75]]
}



Record 3
{
  "formula": "C37H44BaN9O9PS4Te",
  "method": "ωB97M-V/def2-TZVPD",
  "max_force_ev_per_a": 8.63,
  "total_energy_ha": -4834.14221,
  "charge": -2,
  "relative_energy_ev": 5.854,
  "mol_weight_g_mol": 1183.0,
  "species": ["Ba", "C", "N", "C", "C", "C", "C", "C", "C", "N", "C", "C", "C", "C", "C", "C", "N", "C", "C", "C", "C", "C", "N", "H", "H", "H", "H", "H", "H", "H", "H", "H", "H", "H", "H", "H", "H", "H", "H", "H", "H", "O", "S", "O", "O", "O", "N", "C", "C", "C", "C", "C", "C", "S", "O", "O", "N", "C", "S", "C", "C", "N", "H", "H", "H", "H", "H", "H", "H", "H", "C", "C", "C", "C", "N", "C", "S", "N", "C", "H", "H", "H", "H", "H", "H", "H", "H", "C", "C", "O", "P", "O", "Te", "O", "C", "C", "H", "H", "H", "H", "H", "H", "H", "H", "H", "H"],
  "xyz": [[-0.61, -0.15, 0.99], [3.12, -0.31, -2.14], [2.02, -1.25, -2.12], [2.30, -2.53, -1.49], [2.84, -2.43, -0.08], [3.70, -3.40, 0.41], [4.13, -3.31, 1.72], [3.72, -2.24, 2.48], [2.89, -1.29, 1.89], [2.46, -1.38, 0.64], [1.35, -1.40, -3.39], [-0.05, -0.81, -3.53], [-0.74, -1.06, -4.71], [-2.01, -0.53, -4.88], [-2.54, 0.25, -3.86], [-1.78, 0.44, -2.71], [-0.56, -0.08, -2.54], [2.71, 1.14, -1.91], [3.32, 2.15, -2.64], [2.99, 3.47, -2.36], [2.06, 3.73, -1.37], [1.51, 2.65, -0.69], [1.82, 1.39, -0.96], [3.68, -0.36, -3.09], [3.81, -0.56, -1.34], [2.99, -3.17, -2.08], [1.34, -3.06, -1.43], [4.01, -4.23, -0.22], [4.78, -4.07, 2.14], [4.01, -2.13, 3.52], [2.58, -0.41, 2.45], [1.26, -2.46, -3.64], [1.96, -0.94, -4.19], [-0.29, -1.67, -5.49], [-2.58, -0.72, -5.78], [-3.52, 0.69, -3.94], [-2.15, 1.05, -1.90], [4.05, 1.92, -3.41], [3.46, 4.28, -2.91], [1.77, 4.74, -1.12], [0.78, 2.80, 0.10], [0.66, -1.30, 3.82], [-0.62, -1.79, 3.13], [-1.15, -2.91, 3.85], [-0.23, -2.16, 1.76], [-1.58, -0.66, 3.07], [-7.82, -2.67, -5.72], [-7.37, -2.60, -4.39], [-7.20, -1.36, -3.77], [-6.81, -1.29, -2.45], [-6.60, -2.46, -1.72], [-6.77, -3.69, -2.33], [-7.16, -3.76, -3.65], [-6.06, -2.30, -0.02], [-6.01, -3.65, 0.52], [-7.00, -1.39, 0.59], [-4.66, -1.55, -0.12], [-3.54, -2.14, -0.54], [-3.43, -3.86, -1.01], [-1.78, -3.60, -1.50], [-1.44, -2.32, -1.26], [-2.40, -1.50, -0.73], [-7.61, -1.85, -6.26], [-7.57, -3.52, -6.19], [-7.36, -0.46, -4.35], [-6.67, -0.34, -1.95], [-6.59, -4.58, -1.74], [-7.28, -4.73, -4.14], [-1.18, -4.41, -1.88], [-0.48, -1.87, -1.48], [-3.42, 2.19, 4.49], [-3.47, 2.19, 3.03], [-4.56, 1.79, 2.30], [-4.54, 1.95, 0.91], [-3.50, 2.49, 0.28], [-2.40, 2.80, 0.98], [-1.07, 3.48, 0.20], [-2.39, 2.67, 2.35], [-5.71, 1.57, 0.08], [-4.39, 2.00, 4.93], [-2.99, 3.12, 4.88], [-2.73, 1.40, 4.85], [-5.43, 1.38, 2.79], [-1.51, 2.79, 2.85], [-6.65, 1.74, 0.60], [-5.63, 0.50, -0.12], [-5.68, 2.11, -0.87], [4.22, 0.57, 5.51], [2.70, 0.52, 5.61], [2.18, 0.64, 4.30], [0.55, 0.71, 4.06], [0.43, 0.98, 2.56], [-0.72, 0.23, 6.08], [0.45, 2.43, 4.58], [1.36, 3.38, 4.07], [0.69, 4.53, 3.34], [4.66, 0.51, 6.51], [4.54, 1.51, 5.05], [4.59, -0.25, 4.90], [2.34, 1.35, 6.23], [2.38, -0.41, 6.06], [2.08, 2.90, 3.40], [1.92, 3.80, 4.93], [0.24, 4.19, 2.41], [1.43, 5.30, 3.11], [-0.10, 4.98, 3.96]]
}



Record 4
{
  "formula": "C37H44BrCaF5N3O2Si2",
  "method": "ωB97M-V/def2-TZVPD",
  "max_force_ev_per_a": 0.84,
  "total_energy_ha": -6081.13295,
  "charge": -1,
  "relative_energy_ev": 0.116,
  "mol_weight_g_mol": 833.9,
  "species": ["Ca", "C", "O", "C", "C", "O", "C", "H", "H", "H", "H", "H", "H", "H", "H", "H", "H", "C", "Si", "C", "C", "C", "C", "C", "C", "C", "C", "N", "Si", "C", "C", "C", "H", "H", "H", "H", "H", "H", "H", "H", "H", "H", "H", "H", "H", "H", "H", "H", "H", "H", "H", "H", "H", "H", "N", "C", "C", "C", "C", "C", "C", "C", "C", "N", "C", "H", "H", "H", "H", "H", "H", "H", "H", "F", "C", "C", "C", "F", "C", "F", "C", "F", "C", "F", "Br", "C", "C", "C", "C", "C", "C", "H", "H", "H", "H"],
  "xyz": [[0.61, 0.37, 0.37], [-1.59, 1.02, 3.48], [-0.58, 1.56, 2.65], [0.14, 2.57, 3.34], [1.16, 3.14, 2.40], [1.99, 2.07, 1.97], [3.26, 2.49, 1.49], [-2.26, 1.82, 3.82], [-1.16, 0.52, 4.35], [-2.17, 0.32, 2.88], [0.63, 2.14, 4.22], [-0.55, 3.36, 3.66], [1.75, 3.90, 2.92], [0.66, 3.60, 1.54], [3.73, 3.16, 2.22], [3.18, 3.00, 0.52], [3.86, 1.60, 1.36], [-3.84, -0.29, 0.80], [-3.31, 1.21, -0.22], [-3.10, 2.73, 0.88], [-4.86, 1.62, -1.23], [-1.78, 0.93, -1.20], [-1.11, 2.20, -1.52], [-1.44, 3.00, -2.64], [-0.75, 4.16, -2.91], [0.29, 4.54, -2.07], [0.56, 3.73, -1.00], [-0.11, 2.61, -0.71], [-1.96, -0.21, -2.63], [-3.11, 0.22, -4.09], [-0.29, -0.39, -3.51], [-2.65, -1.87, -2.05], [-4.48, 0.01, 1.64], [-2.99, -0.85, 1.18], [-4.43, -0.98, 0.18], [-3.90, 2.79, 1.63], [-3.17, 3.63, 0.26], [-2.14, 2.75, 1.38], [-5.69, 1.88, -0.57], [-5.18, 0.77, -1.84], [-4.69, 2.46, -1.91], [-2.26, 2.70, -3.27], [-1.02, 4.76, -3.77], [0.88, 5.43, -2.25], [1.38, 3.98, -0.33], [-2.81, 1.12, -4.62], [-4.15, 0.33, -3.79], [-3.06, -0.61, -4.81], [-0.16, 0.44, -4.20], [-0.23, -1.31, -4.09], [0.55, -0.36, -2.82], [-3.74, -1.85, -2.11], [-2.39, -2.10, -1.02], [-2.30, -2.69, -2.68], [-0.72, -1.66, 2.03], [-1.07, -2.81, 1.33], [-2.06, -3.67, 1.75], [-2.37, -4.84, 1.02], [-1.67, -5.17, -0.10], [-0.66, -4.30, -0.57], [0.10, -4.56, -1.74], [1.02, -3.66, -2.16], [1.17, -2.45, -1.45], [0.49, -2.16, -0.37], [-0.39, -3.09, 0.11], [-1.15, -1.61, 2.94], [0.30, -1.52, 2.11], [-2.60, -3.44, 2.66], [-3.15, -5.49, 1.38], [-1.87, -6.08, -0.64], [-0.07, -5.49, -2.27], [1.62, -3.83, -3.04], [1.87, -1.70, -1.79], [2.89, -3.01, 0.97], [3.00, -2.41, 2.19], [2.20, -1.33, 2.51], [2.42, -0.85, 3.78], [1.66, 0.16, 4.28], [3.36, -1.35, 4.67], [3.53, -0.82, 5.90], [4.14, -2.42, 4.28], [5.07, -2.93, 5.12], [3.96, -2.96, 3.02], [4.71, -4.01, 2.65], [6.61, 0.67, -3.60], [5.00, 0.61, -2.57], [3.91, 1.35, -2.97], [2.75, 1.29, -2.20], [2.61, 0.53, -1.02], [3.77, -0.20, -0.69], [4.95, -0.17, -1.43], [3.95, 1.95, -3.87], [1.90, 1.88, -2.55], [3.77, -0.83, 0.20], [5.82, -0.75, -1.13]]
}



Record 5
{
  "formula": "C37H44CsF6N5O8S3Si",
  "method": "ωB97M-V/def2-TZVPD",
  "max_force_ev_per_a": 3.83,
  "total_energy_ha": -4415.64761,
  "charge": -2,
  "relative_energy_ev": 3.046,
  "mol_weight_g_mol": 1058.0,
  "species": ["Cs", "F", "C", "F", "F", "S", "O", "O", "N", "S", "O", "O", "C", "F", "F", "F", "C", "C", "C", "C", "N", "C", "C", "C", "C", "C", "C", "C", "H", "H", "H", "H", "H", "H", "H", "H", "N", "C", "C", "C", "C", "C", "C", "S", "N", "C", "C", "C", "C", "C", "C", "N", "H", "H", "H", "H", "H", "H", "H", "H", "H", "C", "C", "C", "C", "O", "Si", "O", "O", "C", "C", "C", "C", "O", "C", "C", "C", "C", "H", "H", "H", "H", "H", "H", "H", "H", "H", "H", "H", "H", "H", "H", "H", "H", "H", "H", "H", "H", "H", "H", "H", "H", "H", "H", "H"],
  "xyz": [[-0.06, -0.86, 0.37], [2.18, -4.10, 3.83], [1.50, -4.91, 3.01], [2.36, -5.59, 2.25], [0.81, -5.78, 3.74], [0.41, -3.84, 2.00], [-0.56, -3.30, 2.93], [1.29, -2.90, 1.34], [-0.19, -4.96, 1.02], [-1.31, -4.42, 0.04], [-1.20, -2.96, -0.08], [-1.47, -5.24, -1.12], [-2.90, -4.66, 0.96], [-3.26, -3.55, 1.60], [-3.87, -4.97, 0.09], [-2.82, -5.66, 1.85], [-4.27, -1.28, -3.35], [-4.23, -0.32, -4.35], [-3.03, 0.31, -4.63], [-1.87, -0.02, -3.90], [-1.93, -0.95, -2.94], [-3.09, -1.55, -2.69], [-0.56, 0.68, -4.15], [-0.40, 1.27, -5.41], [0.75, 2.00, -5.70], [1.70, 2.15, -4.69], [1.50, 1.53, -3.46], [0.38, 0.73, -3.09], [-5.18, -1.79, -3.09], [-5.12, -0.06, -4.91], [-2.98, 1.08, -5.38], [-3.06, -2.30, -1.90], [-1.14, 1.15, -6.19], [0.88, 2.46, -6.67], [2.60, 2.73, -4.88], [2.29, 1.69, -2.73], [4.30, -3.44, 0.32], [5.23, -3.56, 1.35], [5.51, -4.80, 1.90], [6.44, -4.93, 2.93], [7.11, -3.82, 3.40], [6.84, -2.57, 2.83], [5.90, -2.43, 1.83], [5.54, -0.84, 1.17], [4.69, -1.17, -0.27], [4.18, -2.33, -0.46], [3.37, -2.56, -1.72], [3.07, -1.51, -2.56], [2.30, -1.78, -3.69], [1.89, -3.08, -3.91], [2.25, -4.07, -3.00], [2.98, -3.82, -1.92], [3.83, -4.25, -0.05], [4.98, -5.67, 1.53], [6.63, -5.91, 3.35], [7.83, -3.91, 4.20], [7.36, -1.69, 3.19], [3.39, -0.51, -2.31], [2.01, -0.97, -4.35], [1.26, -3.33, -4.75], [1.92, -5.09, -3.14], [0.81, 2.50, 3.84], [0.06, 3.75, 3.40], [0.94, 4.61, 2.51], [-0.38, 4.55, 4.62], [-1.13, 3.39, 2.72], [-1.19, 2.65, 1.20], [-0.17, 1.49, 0.99], [-2.81, 2.21, 1.12], [-3.60, 1.51, 2.07], [-4.31, 2.54, 2.94], [-4.61, 0.69, 1.28], [-2.76, 0.58, 2.95], [-1.05, 3.92, 0.14], [-1.65, 4.16, -1.13], [-0.63, 4.95, -1.93], [-1.97, 2.87, -1.87], [-2.91, 4.99, -0.91], [1.78, 2.77, 4.27], [0.96, 1.83, 2.99], [0.23, 1.96, 4.60], [1.83, 4.94, 3.05], [0.38, 5.48, 2.17], [1.27, 4.06, 1.62], [0.49, 4.86, 5.21], [-1.03, 3.94, 5.25], [-0.93, 5.44, 4.30], [-4.97, 3.16, 2.32], [-3.58, 3.19, 3.42], [-4.92, 2.05, 3.71], [-5.18, 1.35, 0.61], [-5.30, 0.17, 1.94], [-4.09, -0.04, 0.66], [-2.01, 1.17, 3.49], [-2.23, -0.16, 2.35], [-3.39, 0.06, 3.67], [0.24, 4.32, -2.17], [-0.29, 5.81, -1.36], [-1.06, 5.30, -2.88], [-1.09, 2.23, -1.94], [-2.31, 3.09, -2.88], [-2.76, 2.30, -1.36], [-2.65, 5.94, -0.45], [-3.59, 4.45, -0.25], [-3.41, 5.18, -1.86]]
}



Q: Number 2 is which compound?
A: C37H44AsN4O10S3TeV



Q: Which formula does entry 5 have?
A: C37H44CsF6N5O8S3Si